C5H6N2O2S | ωB97M-V with the def2-TZVPD basis set

## Properties
- molar mass (g mol⁻¹) = 158.2
- energy above the lowest of the compared OMol25 structures with the same formula, charge and spin (kcal/mol) = 113.02
- energy (eV) = -23188.798
- total charge = 0
- multiplicity = 1

XYZ file:
```
16
Properties=species:S:1:pos:R:3:forces:R:3:nbo_charge:R:1
C -1.4792 1.3918 -1.1401 0.5 1.4 -0.4 -0.27
C -1.9258 0.7273 -0.0294 0.9 0.3 -2.2 -0.15
C -0.0398 1.2502 -1.1259 0.4 -1.1 1.2 0.14
C -0.8545 0.0434 0.5758 3.3 1.2 0.4 0.01
C -0.5517 -0.6931 1.6461 0.0 -1.0 0.3 -0.16
N 0.3557 0.5054 -0.1223 -2.3 -0.9 0.1 -0.49
N 1.0577 -1.9563 -0.0712 -0.4 2.9 1.3 -1.19
O 2.5555 -0.1198 -1.1817 -0.4 -0.9 0.6 -0.95
O 2.4307 -0.1859 1.2423 -0.8 -0.8 -0.6 -0.93
S 1.8522 -0.6360 -0.0147 1.0 1.4 -1.1 2.36
H -2.0114 2.0768 -1.8722 0.6 -1.2 1.3 0.25
H -2.8984 0.7967 0.2624 -2.5 -0.3 1.0 0.23
H 0.7805 1.5804 -1.6990 0.3 0.6 -1.4 0.25
H 0.5430 -0.9130 1.8911 -2.2 0.4 0.1 0.28
H -1.3790 -1.2034 2.1195 0.2 0.1 0.6 0.21
H 1.5644 -2.6645 -0.4806 1.5 -1.9 -1.4 0.39
```
Positions in Å, forces in eV/Å.